This record from the OMol25 dataset describes a structure of composition C4H8O2. The level of theory is ωB97M-V with the def2-TZVPD basis set.

The geometry in ORCA input format:
```
! wB97M-V def2-TZVPD RIJCOSX def2/J DEFGRID3
* xyz 0 1
C -0.476 0.953 -1.135
C -0.296 -0.163 -0.111
O -0.877 -1.373 -0.609
C 1.139 -0.496 0.269
C -0.666 0.278 1.315
O 1.054 -0.329 1.717
H -0.136 0.637 -2.128
H 0.070 1.849 -0.829
H -1.535 1.233 -1.201
H -1.759 -1.159 -0.939
H 1.368 -1.545 0.080
H 1.916 0.147 -0.157
H -1.196 -0.575 1.771
H 1.396 0.541 1.959
*
```

Properties
LUMO, eV: 0.657
Frontier orbital gap, eV: 8.68
Energy, a.u.: -307.52957

Atom charges from the Löwdin analysis, given in e for atoms 1 to 6: atom 1 (C): -0.046, atom 2 (C): -0.636, atom 3 (O): -0.033, atom 4 (C): -0.112, atom 5 (C): 0.129, atom 6 (O): -0.073